# 1
Here is a structure of composition C27H62N2O17P at a distorted geometry from the OMol25 dataset. Energies are from the ωB97M-V functional and the def2-TZVPD basis.

Each line ends with the Löwdin charge.
Cartesian coordinates (Å):
1 P 0.7889 1.7943 -1.3473  -0.088
2 O 3.6060 2.1230 4.8120  0.006
3 O -0.6955 2.1887 -1.1902  -0.361
4 O 0.7986 -4.2096 1.4916  0.074
5 O -0.9134 -2.9320 1.0149  0.055
6 O 4.9888 -2.7995 -1.9423  0.067
7 O -4.0747 -3.0261 -1.1560  -0.071
8 O -1.9532 1.8628 2.7935  0.016
9 O 1.4660 3.0470 -1.5684  -0.344
10 O 2.8887 -2.8545 -2.1259  0.042
11 O 0.8535 0.9025 -2.5390  -0.282
12 O -2.3645 -0.5095 -4.1287  -0.022
13 O -3.0634 3.6587 -4.0297  0.031
14 O 2.5072 3.4761 3.4256  0.023
15 O -3.0006 0.1504 1.6944  0.115
16 O -1.2507 -1.5788 -2.2650  -0.089
17 O 1.0906 1.0793 -0.0668  -0.415
18 O -0.8904 4.0759 -3.6987  -0.005
19 N 0.4661 3.6391 1.0643  0.262
20 N -0.2773 -0.1516 0.1755  0.046
21 C -1.2322 -0.9334 -3.4631  -0.297
22 C 3.8577 -0.6036 -2.0648  0.040
23 C -3.5885 -0.5579 -3.3818  -0.237
24 C 0.1178 -5.4588 1.2312  -0.147
25 C 3.3228 2.9393 5.9799  -0.217
26 C -3.3573 2.3915 1.0222  0.024
27 C -2.6340 -4.8990 -1.5903  -0.025
28 C -2.1756 2.5522 -2.0239  -0.086
29 C 3.0525 2.3825 3.7045  -0.558
30 C -2.6953 1.3008 1.8765  -0.561
31 C 3.1479 1.2185 2.7118  0.050
32 C -1.0522 0.9955 3.5558  -0.265
33 C -4.6169 0.2511 -4.1878  -0.072
34 C -2.4453 -3.5703 0.6312  -0.136
35 C 0.2099 -3.0447 1.3138  -0.427
36 C 0.0334 -0.7215 -4.2356  -0.037
37 C 3.9511 -2.1960 -1.9842  -0.577
38 C 0.4983 -3.3540 -2.2250  -0.051
39 C -2.0930 3.4423 -3.3410  -0.377
40 C 0.9537 -6.4823 1.8180  -0.017
41 C 1.5356 -2.2430 -2.1936  -0.159
42 C 0.2643 4.1939 -2.9136  -0.347
43 C 1.1792 -1.9306 1.4764  0.082
44 C -3.0524 -3.7670 -0.7498  -0.364
45 C -0.5026 1.7315 4.5919  -0.111
46 C 1.1323 5.2372 -3.4671  -0.120
47 C 4.2540 2.7208 7.1268  -0.093
48 H -2.7097 2.8869 0.3042  0.046
49 H 1.5413 3.5392 0.7568  0.190
50 H 4.0064 1.7904 7.7300  0.094
51 H -0.1298 3.9743 0.4288  0.025
52 H -0.0129 -5.6401 0.3007  0.067
53 H -3.0098 1.8312 -1.8824  0.090
54 H 1.2194 -6.6188 2.8065  0.081
55 H 0.9786 -0.9014 1.0373  0.065
56 H 3.5304 4.1476 5.6487  0.182
57 H 1.6274 -1.7247 -3.0153  0.006
58 H 1.2391 -1.6963 2.3663  0.011
59 H 3.4171 -0.0798 -2.9543  0.112
60 H 0.2803 4.2401 1.8808  0.131
61 H -2.0021 3.0503 -1.1635  0.005
62 H -1.3460 -3.8446 0.7223  -0.062
63 H -4.5189 1.3913 -3.9965  0.094
64 H 3.0198 -0.2387 -1.7239  -0.048
65 H 0.0428 2.6042 4.2126  0.059
66 H 0.1140 4.5987 -1.7331  0.166
67 H 1.1031 -0.6001 -3.6268  0.103
68 H 1.8328 -6.5375 1.5677  0.005
69 H 0.0220 0.1309 -5.0422  0.138
70 H -1.3604 2.0063 -2.0683  -0.134
71 H -2.6108 -2.5249 1.0901  0.137
72 H -3.0536 -4.7792 -2.5750  0.090
73 H -0.7384 -1.0581 0.4086  0.093
74 H 0.3760 -1.6830 -4.6044  0.072
75 H -3.5534 -0.1770 -2.3619  0.102
76 H -0.7559 -5.2837 1.7323  0.114
77 H 5.1902 2.4130 6.7899  0.043
78 H 0.0262 2.6282 1.0604  0.144
79 H -1.0566 0.5412 -0.1666  0.161
80 H -4.4529 -0.0209 -5.1802  0.043
81 H -0.5013 -2.8770 -1.9115  0.051
82 H -3.9030 -1.6935 -3.4855  0.149
83 H 4.3286 3.7816 7.6840  0.132
84 H 0.3944 0.0866 1.0016  0.088
85 H -1.2322 2.1998 5.3897  0.118
86 H -3.7472 3.2383 1.5410  0.065
87 H -0.4534 0.5846 2.8345  0.076
88 H 0.5258 -3.6737 -3.1860  0.038
89 H -4.3102 2.0170 0.5573  0.113
90 H -1.7088 -4.9322 -1.6528  -0.057
91 H 0.8300 3.3415 -2.8542  0.000
92 H 1.3263 -1.5927 -1.2997  0.119
93 H -3.0765 -4.1311 1.2110  0.065
94 H 2.0196 -2.4111 1.0522  0.111
95 H 2.2158 5.5281 -2.8809  0.138
96 H 0.2031 1.1915 5.5285  0.166
97 H 1.5174 5.0837 -4.5233  0.077
98 H 0.2678 -7.2783 1.6883  0.103
99 H 4.2025 1.0289 2.3206  0.130
100 H 0.2620 -0.1277 -0.7916  0.117
101 H 2.6285 1.5332 1.8606  0.038
102 H -1.5632 0.0777 3.8595  0.139
103 H 0.6721 6.2177 -3.5338  0.043
104 H 2.9761 0.3557 3.2173  0.042
105 H -2.8910 -5.9557 -1.1419  0.139
106 H 0.4466 -4.3350 -1.5407  0.114
107 H 4.6748 -0.0284 -1.5994  0.093
108 H 2.2299 2.8341 6.0387  0.112
109 H -5.6256 0.0398 -3.7651  0.081

Calculated values
Strongest force on any atom: 17.1 eV/Å
HOMO: -2.153 eV
Frontier orbital gap: 0.1367 hartree
Total charge: -1



# 2
Here is a structure of composition C5H8LiO3Ru at a distorted geometry from the OMol25 dataset. Energies are from the ωB97M-V functional and the def2-TZVPD basis.

Each line ends with the natural charge from an NBO analysis.
Cartesian coordinates (Å):
1 Ru 1.1087 2.7782 -0.0655  1.921
2 O 0.8952 -1.7547 -1.1964  -0.681
3 O 0.6391 0.4222 -0.6836  -0.669
4 O -0.3159 -1.1962 0.5074  -0.466
5 C -1.5112 -0.9625 2.5695  -0.641
6 C 0.9110 1.0597 -2.3912  -0.084
7 C 0.4960 -0.8399 -0.4745  1.012
8 C -0.6871 -0.2449 1.5301  -0.085
9 C 1.0293 2.4557 -2.1318  -0.388
10 Li 0.2693 -3.4574 -0.7215  0.988
11 H -1.8349 -0.2303 3.3212  0.269
12 H 0.2383 0.1430 1.9752  0.181
13 H -0.9177 -1.7358 3.0741  0.254
14 H 1.8462 0.5379 -2.6464  0.307
15 H 0.0423 0.7339 -2.9869  0.315
16 H 1.4557 3.1720 -2.8420  0.324
17 H -1.2673 0.5492 1.0420  0.187
18 H -2.3969 -1.4301 2.1202  0.256

Calculated values
ΔE to the lowest compared entry with this formula, charge and spin: 14.2 kcal/mol
Spin multiplicity: 7
Strongest force on any atom: 5.3 eV/Å
HOMO (alpha / beta): -22.087 / -22.007 eV
Frontier orbital gap (alpha / beta): 0.2671 / 0.1456 hartree
Total charge: +3



# 3
Here is a cluster of 2 separate species, C5H13N3 in total at a distorted geometry from the OMol25 dataset. Energies are from the ωB97M-V functional and the def2-TZVPD basis.

Each line ends with the natural charge from an NBO analysis.
Cartesian coordinates (Å):
1 N 0.5036 0.6786 1.9738  -0.826
2 N 0.5457 -1.5690 1.3199  -0.844
3 N -2.5194 -0.2470 0.6430  -0.612
4 C 0.8020 0.1487 -0.3685  -0.178
5 C 0.6305 -0.2237 0.9142  0.348
6 C -2.5487 0.1325 -0.5465  -0.039
7 C 1.0312 -0.8699 -1.4542  -0.634
8 C 0.8133 1.6062 -0.7493  -0.632
9 H -0.0872 2.1164 -0.3897  0.201
10 H -0.1278 0.3386 2.6898  0.373
11 H 0.8335 -1.6893 2.2801  0.376
12 H -1.8797 -0.1969 -1.3468  0.145
13 H 0.8931 -0.4158 -2.4312  0.215
14 H 0.8467 1.7174 -1.8298  0.214
15 H 2.0492 -1.2743 -1.4183  0.206
16 H 1.0533 -2.1981 0.7127  0.385
17 H 0.2316 1.6032 1.6752  0.384
18 H -3.3020 0.8613 -0.8274  0.152
19 H 1.6826 2.1183 -0.3346  0.211
20 H -1.7914 -0.9284 0.8618  0.351
21 H 0.3399 -1.7085 -1.3741  0.204

Calculated values
ΔE to the lowest compared entry with this formula, charge and spin: 26.2 kcal/mol
SMILES: CC(C)=C(N)N.C=N
Strongest force on any atom: 1.1 eV/Å
HOMO: -7.431 eV
Frontier orbital gap: 0.3068 hartree



# 4
Here is the molecule C3H4N2O from the OMol25 dataset. Energies are from the ωB97M-V functional and the def2-TZVPD basis.

Each line ends with the natural charge from an NBO analysis.
Cartesian coordinates (Å):
1 O -0.3358 -1.6887 0.7065  -0.549
2 N 1.6435 0.2662 -0.6381  -0.827
3 N -0.0017 1.3402 0.9281  -0.316
4 C -0.9245 0.4839 0.0397  -0.293
5 C 0.5186 0.6875 -0.0070  0.436
6 C -1.2268 -0.9248 0.3893  0.406
7 H 2.4805 0.8192 -0.5645  0.400
8 H 1.7822 -0.7362 -0.5720  0.421
9 H -1.6769 1.0454 -0.5197  0.201
10 H -2.2590 -1.2926 0.2378  0.121

Calculated values
ΔE to the lowest compared entry with this formula, charge and spin: 61.7 kcal/mol
SMILES: NC1=N[C@@H]1C=O
Strongest force on any atom: 0.6 eV/Å
HOMO: -9.918 eV
Frontier orbital gap: 0.3858 hartree



# 5
Here is the molecule C4H5NO at a distorted geometry from the OMol25 dataset. Energies are from the ωB97M-V functional and the def2-TZVPD basis.

Each line ends with the natural charge from an NBO analysis.
Cartesian coordinates (Å):
1 O -3.2705 0.0646 0.0306  -0.493
2 N -1.0794 -0.7832 0.0161  -0.551
3 C 0.3843 1.1649 0.0042  -0.649
4 C 0.2275 -0.3709 0.0280  0.169
5 C 1.2292 -1.2365 -0.0141  -0.423
6 C -2.1440 -0.2186 -0.0127  0.871
7 H 1.0386 -2.2956 -0.0213  0.211
8 H 1.4502 1.3700 0.0615  0.222
9 H -0.0921 1.6381 0.8624  0.220
10 H 2.2530 -0.9122 -0.0266  0.204
11 H 0.0030 1.5793 -0.9281  0.221

Calculated values
ΔE to the lowest compared entry with this formula, charge and spin: 11.7 kcal/mol
SMILES: C=C(C)N=C=O
Strongest force on any atom: 2.0 eV/Å
HOMO: -9.215 eV
Frontier orbital gap: 0.3638 hartree



# 6
Here is a cluster of 2 separate species, C3H6NO3 in total at a distorted geometry from the OMol25 dataset. Energies are from the ωB97M-V functional and the def2-TZVPD basis.

Each line ends with the natural charge from an NBO analysis.
Cartesian coordinates (Å):
1 O 0.5505 -0.5403 1.3613  -0.782
2 O -0.2522 1.3243 0.4390  -0.792
3 O -0.5676 0.5839 -1.9287  -0.476
4 N -0.1779 1.1176 2.6753  -0.859
5 C 0.0445 0.5987 1.4205  0.883
6 C 0.1999 -1.5411 -1.4133  -0.211
7 C -0.1018 -0.5233 -2.2938  0.282
8 H 0.3482 -2.5425 -1.8025  0.201
9 H -0.1735 2.1193 2.7138  0.381
10 H 0.2706 -1.3382 -0.3272  0.291
11 H -0.0714 -0.6157 -3.3669  0.179
12 H -0.3491 0.7248 -0.8963  0.516
13 H 0.2798 0.6325 3.4189  0.386

Calculated values
ΔE to the lowest compared entry with this formula, charge and spin: 7.3 kcal/mol
Spin multiplicity: 2
Strongest force on any atom: 2.3 eV/Å
HOMO (alpha / beta): -8.991 / -8.976 eV
Frontier orbital gap (alpha / beta): 0.3420 / 0.2061 hartree



Question: strongest force on any atom of number 2 (C5H8LiO3Ru)?
Answer: 5.3 eV/Å